This record from OMol25 describes a 2-piece molecular cluster, C3H7NOS overall in a non-equilibrium geometry. The level of theory is ωB97M-V/def2-TZVPD.

Its total energy is -646.394649 Ha. Its spin multiplicity is 3. As for the expectation value of S²: 2.018. The maximum force is 5.2 eV/Å. Its HOMO-LUMO gap (spin up / spin down) is 0.2020 / 0.2387 Eh. Its LUMO energy (spin up / spin down) is 0.68 / -2.15 eV. Its energy above the lowest of the compared OMol25 structures with the same formula, charge and spin is 425.09 kJ/mol. The charge is 0.

Last column: natural (NBO) charge in e.
Geometry (Å):
C1 -0.291 2.242 3.016  -0.44
C2 -0.047 2.154 1.767  0.06
C3 0.328 2.113 0.536  -0.39
N1 -0.485 -3.309 -2.275  -1.03
O1 0.845 -0.905 -2.145  -0.85
S1 -0.191 -1.941 -1.337  0.63
H1 -0.418 1.448 3.711  0.19
H2 -0.744 3.189 3.370  0.19
H3 1.200 2.387 0.050  0.20
H4 -0.384 1.578 -0.005  0.20
H5 1.658 -1.243 -2.296  0.47
H6 0.051 -4.199 -2.038  0.38
H7 -1.523 -3.513 -2.353  0.39

***

This record from OMol25 describes C10H9N5OS in the gas phase in a non-equilibrium geometry. The level of theory is ωB97M-V/def2-TZVPD.

Its total energy is -1133.589228 Ha. The maximum force is 5.9 eV/Å. Its HOMO-LUMO gap is 0.3544 Eh. Its LUMO energy is 0.20 eV. The charge is 0. Its structure (SMILES) is O=C1C[C@H](Sc2nnnn2-c2ccccc2)N1.

Last column: natural (NBO) charge in e.
Geometry (Å):
O1 -3.335 -2.732 1.943  -0.55
C1 -2.189 -2.236 1.923  0.67
C2 -1.017 -2.564 2.811  -0.51
C3 -0.172 -2.298 1.550  -0.16
S1 0.853 -0.763 1.591  0.27
C4 1.521 -0.942 -0.040  0.17
N1 2.177 -1.990 -0.456  -0.31
N2 2.567 -1.723 -1.748  -0.06
N3 2.140 -0.563 -2.172  -0.03
N4 1.462 -0.045 -1.099  -0.22
C5 0.829 1.212 -1.074  0.11
C6 -0.404 1.412 -0.408  -0.22
C7 -0.992 2.686 -0.455  -0.20
C8 -0.446 3.704 -1.247  -0.20
C9 0.660 3.492 -1.981  -0.21
C10 1.365 2.265 -1.849  -0.20
N5 -1.391 -2.068 0.792  -0.64
H1 -0.877 -1.869 3.606  0.24
H2 -1.112 -3.617 3.117  0.26
H3 0.440 -3.166 1.225  0.25
H4 -0.905 0.602 0.100  0.24
H5 -1.960 2.918 0.057  0.22
H6 -0.991 4.635 -1.231  0.22
H7 1.096 4.260 -2.588  0.22
H8 2.281 2.081 -2.403  0.23
H9 -1.601 -2.691 0.034  0.41

***

This record from OMol25 describes C34H59AsBBr2MgN6S3Si2 as an isolated structure. The level of theory is ωB97M-V/def2-TZVPD.

Its total energy is -11041.802873 Ha. The maximum force is 0.5 eV/Å. Its HOMO-LUMO gap is 0.2112 Eh. Its LUMO energy is -3.30 eV. Its energy above the lowest of the compared OMol25 structures with the same formula, charge and spin is 9.35 kJ/mol. The charge is +1.

Last column: Löwdin charge in e.
Geometry (Å):
Mg1 2.498 0.553 -1.347  -0.03
C1 -1.347 -1.943 -3.692  -0.06
C2 -1.528 -1.595 -2.253  -0.26
C3 -2.173 -2.402 -1.380  0.07
C4 -2.282 -2.043 -0.004  -0.19
N1 -1.789 -0.931 0.434  0.18
N2 -1.137 -0.105 -0.425  0.06
B1 -0.745 1.170 0.271  -0.64
N3 -0.498 0.980 1.761  0.03
N4 -1.590 1.075 2.535  0.19
C5 -1.478 0.823 3.808  -0.20
C6 -0.234 0.413 4.355  0.08
C7 0.882 0.350 3.582  -0.23
C8 2.218 -0.045 4.116  -0.06
C9 0.744 0.691 2.199  -0.56
S1 2.101 0.865 1.195  0.67
C10 -2.723 1.050 4.660  -0.54
C11 -2.543 0.505 6.077  -0.05
C12 -3.933 0.368 4.018  -0.04
C13 -2.965 2.565 4.726  -0.03
N5 -0.177 2.403 -0.387  0.09
N6 -1.481 2.528 -0.089  0.24
C14 -2.196 3.569 -0.391  -0.12
C15 -1.474 4.645 -0.978  0.09
C16 -0.146 4.559 -1.270  -0.21
C17 0.590 5.695 -1.893  -0.05
C18 0.565 3.316 -1.021  -0.66
S2 2.131 3.073 -1.569  0.68
C19 -3.678 3.594 -0.109  -0.53
C20 -3.938 4.645 0.980  -0.02
C21 -4.155 2.221 0.360  -0.03
C22 -4.411 3.983 -1.401  -0.02
C23 -0.940 -0.377 -1.749  -0.61
S3 -0.007 0.607 -2.724  0.72
C24 -3.008 -2.906 1.024  -0.54
C25 -4.382 -2.271 1.278  -0.03
C26 -2.201 -2.937 2.327  -0.04
C27 -3.195 -4.338 0.522  -0.05
H1 -1.779 -2.918 -3.909  0.09
H2 -0.285 -1.941 -3.949  0.07
H3 -1.818 -1.191 -4.328  0.09
H4 -2.588 -3.338 -1.724  0.12
H5 -0.167 0.160 5.403  0.12
H6 2.164 -0.247 5.183  0.09
H7 2.951 0.741 3.930  0.08
H8 2.582 -0.932 3.595  0.08
H9 -2.300 -0.559 6.073  0.09
H10 -3.477 0.628 6.626  0.09
H11 -1.770 1.041 6.630  0.09
H12 -3.824 -0.718 4.030  0.08
H13 -4.065 0.689 2.987  0.05
H14 -4.835 0.625 4.577  0.10
H15 -2.091 3.091 5.117  0.09
H16 -3.810 2.778 5.382  0.09
H17 -3.190 2.958 3.734  0.06
H18 -2.009 5.557 -1.207  0.13
H19 -0.049 6.571 -1.983  0.09
H20 0.951 5.406 -2.881  0.09
H21 1.472 5.944 -1.303  0.09
H22 -3.419 4.390 1.904  0.08
H23 -5.007 4.692 1.189  0.10
H24 -3.615 5.639 0.667  0.09
H25 -3.615 1.895 1.249  0.05
H26 -4.018 1.468 -0.420  0.10
H27 -5.218 2.272 0.595  0.10
H28 -4.160 4.992 -1.728  0.08
H29 -5.486 3.953 -1.224  0.10
H30 -4.180 3.288 -2.210  0.10
H31 -4.269 -1.239 1.611  0.06
H32 -4.916 -2.829 2.048  0.09
H33 -4.991 -2.278 0.372  0.09
H34 -2.019 -1.929 2.698  0.06
H35 -1.237 -3.427 2.176  0.09
H36 -2.751 -3.496 3.086  0.09
H37 -3.857 -4.388 -0.344  0.08
H38 -3.653 -4.936 1.311  0.09
H39 -2.241 -4.803 0.263  0.09
Br1 5.373 -0.953 1.792  0.64
C28 6.069 -0.110 0.223  -0.99
Br2 5.114 1.503 -0.284  0.64
H40 6.000 -0.795 -0.613  -0.04
H41 7.087 0.194 0.429  0.01
C29 5.078 -1.590 -5.802  -0.24
Si1 5.196 -0.880 -4.071  0.18
C30 6.642 -1.740 -3.218  -0.21
C31 5.554 0.964 -4.191  -0.24
As1 3.074 -1.139 -3.124  0.67
Si2 3.078 -3.228 -2.106  0.17
C32 3.283 -4.541 -3.432  -0.24
C33 4.371 -3.540 -0.765  -0.22
C34 1.379 -3.438 -1.308  -0.23
H42 6.030 -1.483 -6.328  0.03
H43 4.307 -1.076 -6.378  0.03
H44 4.821 -2.651 -5.779  0.02
H45 7.452 -1.879 -3.939  0.03
H46 6.373 -2.725 -2.836  0.01
H47 7.052 -1.149 -2.396  0.01
H48 6.226 1.170 -5.028  0.03
H49 6.024 1.347 -3.284  -0.01
H50 4.633 1.528 -4.360  0.02
H51 4.315 -4.570 -3.791  0.02
H52 2.637 -4.345 -4.289  0.02
H53 3.045 -5.531 -3.037  0.03
H54 5.223 -2.865 -0.834  -0.02
H55 4.755 -4.561 -0.834  0.04
H56 3.931 -3.422 0.228  0.01
H57 0.583 -3.409 -2.057  0.01
H58 1.186 -2.652 -0.570  0.02
H59 1.321 -4.400 -0.792  0.04

***

This record from OMol25 describes C22H33MoN2S as an isolated structure in a non-equilibrium geometry. The level of theory is ωB97M-V/def2-TZVPD.

Its total energy is -1433.708181 Ha. Its spin multiplicity is 3. As for the expectation value of S²: 2.050. The maximum force is 3.2 eV/Å. Its HOMO-LUMO gap (spin up / spin down) is 0.2088 / 0.2130 Eh. Its LUMO energy (spin up / spin down) is -3.82 / -3.79 eV. Its energy above the lowest of the compared OMol25 structures with the same formula, charge and spin is 0.00 kJ/mol. The charge is +1.

Last column: natural (NBO) charge in e.
Geometry (Å):
C1 0.122 2.187 1.738  -0.07
C2 -0.923 2.539 0.814  -0.05
C3 -0.326 2.727 -0.478  -0.01
C4 1.077 2.410 -0.378  -0.08
C5 1.352 2.074 0.997  -0.05
Mo1 -0.056 0.554 0.174  0.43
C6 0.568 -2.249 -1.452  -0.05
C7 0.760 -1.938 0.024  -0.14
H1 0.205 -2.617 0.695  0.21
C8 1.635 -0.996 0.570  -0.51
H2 2.449 -0.583 -0.040  0.23
H3 1.792 -0.968 1.660  0.22
C9 0.480 -3.761 -1.684  -0.61
H4 -0.346 -4.212 -1.117  0.21
H5 0.334 -3.967 -2.754  0.22
H6 1.406 -4.254 -1.379  0.23
C10 1.696 -1.746 -2.376  -0.62
H7 1.903 -0.668 -2.286  0.22
H8 2.620 -2.293 -2.180  0.22
H9 1.402 -1.942 -3.420  0.22
C11 -2.352 2.822 1.147  -0.64
H10 -2.620 2.424 2.132  0.23
H11 -2.544 3.906 1.155  0.24
H12 -3.027 2.378 0.403  0.23
C12 -1.057 3.342 -1.622  -0.64
H13 -1.875 2.698 -1.965  0.23
H14 -1.501 4.300 -1.322  0.24
H15 -0.397 3.528 -2.474  0.22
C13 2.092 2.447 -1.469  -0.63
H16 1.669 2.106 -2.422  0.22
H17 2.484 3.462 -1.620  0.24
H18 2.942 1.798 -1.228  0.22
C14 2.694 1.818 1.602  -0.63
H19 3.366 1.334 0.884  0.22
H20 3.166 2.759 1.926  0.24
H21 2.610 1.168 2.484  0.21
C15 -0.011 2.149 3.227  -0.64
H22 0.883 1.713 3.694  0.21
H23 -0.120 3.168 3.635  0.25
H24 -0.899 1.577 3.535  0.23
C16 -0.575 -0.087 -1.878  -0.02
C17 -0.702 -1.566 -1.847  -0.42
C18 -0.671 0.586 -3.095  -0.25
C19 -1.429 -2.148 -3.024  -0.06
H25 -1.402 -1.533 -0.942  0.31
C20 -1.260 -0.043 -4.207  -0.08
H26 -0.306 1.611 -3.223  0.21
C21 -1.688 -1.389 -4.126  -0.28
H27 -1.760 -3.188 -2.928  0.22
H28 -1.404 0.517 -5.138  0.23
H29 -2.235 -1.838 -4.960  0.23
N1 -1.625 -2.885 2.547  -0.77
C22 -1.147 -1.629 2.548  0.37
N2 -0.100 -1.356 3.330  -0.77
S1 -1.901 -0.442 1.555  -0.09
H30 -1.358 -3.551 3.265  0.41
H31 -2.468 -3.086 2.031  0.43
H32 0.222 -0.399 3.448  0.44
H33 0.239 -2.034 4.003  0.41